*A*
Density functional theory data (ωB97M-V/def2-TZVPD) for a cluster of 13 separate species, C39H104O13 in total.

The HOMO-LUMO gap comes out at 9.656 eV. As for the total charge: 0. The highest occupied orbital energy comes out at -9.2342 eV. The LUMO energy comes out at 0.0155 Eh.

Last column: Mulliken charge in e.
Atoms and positions in Å:
1 C -0.793 0.567 -0.762  -0.079
2 C 0.227 0.361 0.359  1.115
3 C 0.912 -0.993 0.506  -1.035
4 O 1.361 1.308 0.121  0.219
5 H -1.331 1.476 -0.496  -0.061
6 H -1.438 -0.308 -0.838  -0.053
7 H -0.293 0.766 -1.709  -0.206
8 H -0.187 0.555 1.352  0.379
9 H 1.323 -1.169 1.502  -0.145
10 H 1.650 -1.248 -0.265  0.269
11 H 0.203 -1.843 0.421  0.166
12 H 1.752 0.963 -0.695  -0.266
13 C -5.104 5.559 -1.139  -1.441
14 C -3.968 4.559 -0.917  1.373
15 C -4.440 3.175 -1.178  -0.991
16 O -2.866 4.831 -1.793  -0.439
17 H -5.654 5.727 -0.217  0.384
18 H -5.721 5.198 -1.962  0.357
19 H -4.718 6.522 -1.487  0.421
20 H -3.559 4.540 0.099  -0.374
21 H -5.307 2.980 -0.548  0.535
22 H -3.660 2.432 -1.004  -0.097
23 H -4.786 3.074 -2.210  0.134
24 H -2.779 5.777 -1.928  0.217
25 C 0.111 -6.057 0.333  -1.475
26 C -1.319 -5.668 0.067  0.794
27 C -2.162 -5.590 1.344  -1.480
28 O -1.341 -4.310 -0.538  0.296
29 H 0.721 -5.243 0.722  0.259
30 H 0.583 -6.414 -0.581  0.318
31 H 0.103 -6.872 1.064  0.476
32 H -1.855 -6.324 -0.641  0.275
33 H -3.182 -5.243 1.210  0.347
34 H -1.642 -4.974 2.088  0.288
35 H -2.183 -6.573 1.835  0.461
36 H -0.519 -4.199 -1.056  -0.251
37 C 3.562 2.801 2.962  -0.516
38 C 3.085 3.763 4.051  0.869
39 C 4.215 4.394 4.810  -1.479
40 O 2.359 4.857 3.466  -0.672
41 H 4.232 2.043 3.385  0.398
42 H 4.110 3.384 2.222  0.459
43 H 2.692 2.306 2.537  -0.520
44 H 2.387 3.292 4.764  0.005
45 H 4.491 3.832 5.712  0.332
46 H 3.979 5.402 5.141  0.391
47 H 5.131 4.412 4.209  0.325
48 H 1.651 4.543 2.853  0.350
49 C 0.697 0.388 4.210  -0.201
50 C 1.144 -0.955 4.779  0.945
51 C 2.691 -1.046 4.902  -1.202
52 O 0.519 -1.017 6.097  -0.616
53 H 1.354 0.746 3.417  -0.313
54 H 0.767 1.139 5.002  0.486
55 H -0.339 0.317 3.880  -0.354
56 H 0.732 -1.746 4.128  0.050
57 H 3.028 -2.069 4.757  0.185
58 H 2.918 -0.720 5.919  0.482
59 H 3.177 -0.339 4.230  0.136
60 H 0.712 -1.844 6.548  0.339
61 C 2.080 -3.444 -4.388  -1.684
62 C 1.503 -3.164 -3.009  0.609
63 C 0.232 -2.328 -3.095  -0.922
64 O 1.234 -4.445 -2.339  -0.563
65 H 2.454 -2.507 -4.812  0.374
66 H 1.384 -3.935 -5.069  0.396
67 H 2.969 -4.081 -4.314  0.402
68 H 2.255 -2.690 -2.376  -0.024
69 H -0.041 -1.962 -2.093  -0.099
70 H -0.616 -2.850 -3.539  0.439
71 H 0.386 -1.346 -3.567  0.497
72 H 0.568 -4.864 -2.910  0.376
73 C -3.985 -0.147 3.447  -1.316
74 C -4.083 -1.256 2.384  0.974
75 C -3.081 -2.424 2.512  -0.551
76 O -5.492 -1.666 2.187  -0.557
77 H -4.414 0.738 2.976  0.337
78 H -2.961 0.084 3.756  0.175
79 H -4.557 -0.370 4.351  0.369
80 H -3.781 -0.730 1.472  -0.250
81 H -2.281 -2.192 3.215  0.217
82 H -2.608 -2.636 1.551  -0.132
83 H -3.624 -3.335 2.789  0.319
84 H -5.681 -2.359 2.843  0.386
85 C 6.285 0.504 0.263  -1.773
86 C 4.831 0.518 -0.194  1.407
87 C 4.651 0.120 -1.663  -1.250
88 O 4.157 -0.485 0.621  -0.360
89 H 6.848 1.284 -0.271  0.406
90 H 6.868 -0.405 0.089  0.370
91 H 6.339 0.689 1.339  0.359
92 H 4.397 1.507 -0.010  -0.144
93 H 5.068 0.921 -2.290  0.358
94 H 3.576 0.164 -1.883  0.170
95 H 5.077 -0.846 -1.892  0.311
96 H 3.207 -0.333 0.627  -0.083
97 C -4.230 -2.392 -1.673  -0.789
98 C -4.533 -3.655 -2.465  0.753
99 C -4.876 -3.334 -3.905  -1.616
100 O -3.410 -4.529 -2.527  -0.597
101 H -3.207 -2.070 -1.879  -0.131
102 H -4.481 -2.468 -0.618  0.270
103 H -4.836 -1.581 -2.097  0.443
104 H -5.443 -4.147 -2.084  0.208
105 H -5.243 -4.187 -4.475  0.405
106 H -3.988 -2.974 -4.444  0.240
107 H -5.610 -2.525 -3.972  0.427
108 H -3.132 -4.721 -1.621  0.211
109 C 4.066 -3.523 2.192  -0.500
110 C 4.410 -4.575 3.263  0.140
111 C 3.153 -5.151 3.881  -0.836
112 O 5.234 -5.608 2.709  -0.583
113 H 3.400 -3.864 1.382  0.134
114 H 4.987 -3.166 1.734  0.308
115 H 3.507 -2.676 2.604  0.010
116 H 4.980 -4.016 4.010  0.309
117 H 2.555 -5.671 3.129  0.182
118 H 2.519 -4.342 4.258  0.197
119 H 3.413 -5.788 4.725  0.312
120 H 4.681 -6.103 2.089  0.354
121 C -3.798 2.672 -4.827  -1.615
122 C -2.964 1.654 -4.123  1.279
123 C -2.383 0.619 -5.001  -1.494
124 O -1.898 2.267 -3.403  0.211
125 H -3.355 2.991 -5.769  0.386
126 H -4.028 3.510 -4.171  0.310
127 H -4.772 2.227 -5.073  0.409
128 H -3.603 1.169 -3.372  0.046
129 H -1.669 1.066 -5.707  0.344
130 H -3.059 -0.036 -5.540  0.451
131 H -1.719 -0.023 -4.400  0.050
132 H -2.289 2.978 -2.863  -0.333
133 C 2.988 2.988 -3.824  -1.385
134 C 1.609 3.019 -3.270  2.299
135 C 0.900 4.267 -3.737  -1.530
136 O 0.917 1.875 -3.737  -0.442
137 H 3.645 2.216 -3.429  0.016
138 H 3.430 3.982 -3.819  0.393
139 H 2.892 2.738 -4.894  0.393
140 H 1.637 2.965 -2.172  -0.631
141 H -0.188 4.216 -3.702  0.127
142 H 1.095 4.435 -4.807  0.380
143 H 1.248 5.167 -3.217  0.395
144 H -0.041 1.963 -3.566  0.013
145 C -1.193 4.714 2.122  -1.717
146 C -0.398 4.377 0.857  2.401
147 C -0.121 5.619 0.056  -1.027
148 O 0.890 3.817 1.344  -0.154
149 H -1.126 3.872 2.810  0.281
150 H -2.258 4.916 1.970  0.345
151 H -0.765 5.600 2.595  0.353
152 H -0.882 3.563 0.308  -0.979
153 H 0.565 5.420 -0.769  0.102
154 H 0.268 6.454 0.631  0.368
155 H -1.090 5.885 -0.379  0.211
156 H 0.999 2.955 0.914  -0.220

=====

*B*
Density functional theory data (ωB97M-V/def2-TZVPD) for a cluster of 13 separate species, C39H104O13 in total.

The HOMO-LUMO gap comes out at 9.948 eV. As for the total charge: 0. The highest occupied orbital energy comes out at -9.7398 eV. The LUMO energy comes out at 0.0076 Eh.

Last column: Mulliken charge in e.
Atoms and positions in Å:
1 C -2.009 -4.567 -4.063  -1.257
2 C -2.651 -5.900 -4.210  0.690
3 C -2.948 -6.263 -5.628  -1.305
4 O -1.755 -6.785 -3.635  -0.469
5 H -0.986 -4.438 -4.416  0.239
6 H -1.918 -4.278 -3.016  0.331
7 H -2.729 -3.861 -4.478  0.345
8 H -3.568 -5.937 -3.621  0.117
9 H -3.019 -7.347 -5.716  0.393
10 H -2.179 -5.990 -6.351  0.291
11 H -3.838 -5.754 -5.999  0.355
12 H -2.013 -7.653 -3.957  0.271
13 C -5.733 4.062 0.631  -1.282
14 C -6.454 5.163 1.313  0.663
15 C -6.772 4.859 2.740  -1.334
16 O -5.674 6.300 1.233  -0.534
17 H -6.324 3.165 0.448  0.351
18 H -4.872 3.796 1.245  0.304
19 H -5.395 4.388 -0.353  0.359
20 H -7.388 5.393 0.800  0.175
21 H -7.418 5.624 3.172  0.335
22 H -5.929 4.749 3.422  0.297
23 H -7.374 3.952 2.790  0.365
24 H -5.596 6.599 0.324  0.303
25 C -0.828 0.481 1.828  -1.269
26 C 0.027 -0.324 0.860  0.748
27 C -0.007 0.302 -0.491  -1.513
28 O 1.381 -0.211 1.233  -0.492
29 H -0.782 0.097 2.847  0.355
30 H -1.836 0.466 1.414  0.344
31 H -0.530 1.530 1.805  0.320
32 H -0.330 -1.350 0.777  0.164
33 H 0.296 1.349 -0.491  0.319
34 H -1.020 0.332 -0.894  0.413
35 H 0.565 -0.239 -1.244  0.336
36 H 1.523 -0.597 2.101  0.272
37 C -3.345 -6.491 3.075  -1.492
38 C -1.854 -6.431 2.798  0.562
39 C -1.151 -5.349 3.540  -1.235
40 O -1.330 -7.627 3.308  -0.558
41 H -3.772 -7.372 2.595  0.396
42 H -3.744 -5.561 2.670  0.376
43 H -3.638 -6.421 4.122  0.401
44 H -1.694 -6.529 1.725  0.267
45 H -1.491 -4.367 3.210  0.330
46 H -0.063 -5.351 3.479  0.355
47 H -1.326 -5.371 4.616  0.255
48 H -1.951 -7.818 4.014  0.341
49 C -2.409 2.040 -5.147  -1.415
50 C -3.296 0.869 -5.631  0.831
51 C -4.622 1.308 -6.248  -1.385
52 O -2.538 0.194 -6.596  -0.535
53 H -2.344 2.813 -5.913  0.353
54 H -1.415 1.742 -4.811  0.403
55 H -2.802 2.543 -4.264  0.329
56 H -3.489 0.180 -4.808  0.123
57 H -4.493 1.780 -7.222  0.348
58 H -5.218 2.005 -5.659  0.346
59 H -5.279 0.467 -6.470  0.334
60 H -1.601 0.305 -6.420  0.269
61 C 2.786 -2.839 7.145  -1.180
62 C 3.579 -1.818 6.338  0.320
63 C 5.109 -1.893 6.557  -1.229
64 O 3.372 -2.133 4.986  -0.517
65 H 3.180 -3.809 6.843  0.309
66 H 1.716 -2.834 6.941  0.293
67 H 3.012 -2.581 8.180  0.349
68 H 3.173 -0.825 6.530  0.295
69 H 5.603 -1.209 5.867  0.318
70 H 5.597 -2.863 6.460  0.346
71 H 5.341 -1.554 7.566  0.366
72 H 3.768 -2.984 4.783  0.329
73 C 1.733 7.667 -0.165  -1.240
74 C 0.495 7.649 -1.046  0.492
75 C -0.672 6.856 -0.461  -1.130
76 O 0.100 8.986 -1.200  -0.567
77 H 1.571 8.221 0.759  0.354
78 H 2.521 8.172 -0.725  0.311
79 H 2.016 6.673 0.182  0.338
80 H 0.787 7.255 -2.020  0.238
81 H -0.411 5.805 -0.338  0.319
82 H -1.574 6.847 -1.072  0.320
83 H -1.005 7.248 0.501  0.216
84 H -0.074 9.419 -0.361  0.353
85 C -1.354 6.069 4.913  -1.102
86 C -2.186 7.336 4.934  0.349
87 C -3.059 7.414 6.234  -1.239
88 O -1.234 8.364 4.944  -0.559
89 H -0.778 5.981 3.991  0.305
90 H -2.068 5.273 5.121  0.292
91 H -0.579 6.078 5.679  0.305
92 H -2.802 7.404 4.037  0.294
93 H -3.636 6.505 6.402  0.338
94 H -3.680 8.294 6.067  0.327
95 H -2.452 7.628 7.114  0.327
96 H -0.742 8.341 5.769  0.359
97 C 3.067 -7.491 -3.105  -1.158
98 C 2.917 -6.990 -1.651  0.406
99 C 2.901 -5.459 -1.486  -1.127
100 O 1.715 -7.493 -1.140  -0.532
101 H 4.017 -7.126 -3.494  0.345
102 H 2.287 -7.134 -3.779  0.257
103 H 3.151 -8.575 -3.184  0.333
104 H 3.635 -7.349 -0.915  0.297
105 H 2.469 -5.095 -0.554  0.317
106 H 2.350 -5.061 -2.338  0.199
107 H 3.935 -5.116 -1.512  0.352
108 H 0.974 -7.227 -1.688  0.312
109 C 3.621 3.776 -3.336  -1.272
110 C 4.435 2.922 -4.263  0.564
111 C 5.914 3.164 -4.185  -1.338
112 O 4.187 1.530 -3.996  -0.459
113 H 3.711 3.391 -2.320  0.287
114 H 2.598 3.706 -3.704  0.293
115 H 4.035 4.777 -3.209  0.358
116 H 4.057 3.174 -5.254  0.235
117 H 6.406 2.988 -3.228  0.318
118 H 6.199 4.178 -4.463  0.404
119 H 6.358 2.617 -5.017  0.336
120 H 4.463 1.250 -3.120  0.276
121 C -4.354 0.685 5.583  -1.226
122 C -5.068 -0.523 6.244  0.533
123 C -4.786 -1.850 5.531  -1.325
124 O -4.567 -0.631 7.496  -0.549
125 H -4.679 1.602 6.073  0.320
126 H -4.694 0.764 4.551  0.352
127 H -3.274 0.607 5.707  0.316
128 H -6.144 -0.364 6.310  0.201
129 H -3.733 -2.132 5.508  0.353
130 H -5.325 -1.838 4.584  0.336
131 H -5.233 -2.628 6.150  0.379
132 H -4.901 -1.435 7.899  0.311
133 C 2.983 -3.092 -6.280  -1.042
134 C 2.427 -2.023 -7.214  0.498
135 C 1.372 -2.550 -8.237  -1.182
136 O 1.740 -1.087 -6.396  -0.489
137 H 2.219 -3.693 -5.787  0.134
138 H 3.615 -2.674 -5.497  0.366
139 H 3.557 -3.822 -6.851  0.352
140 H 3.175 -1.439 -7.750  0.217
141 H 0.619 -3.092 -7.665  0.216
142 H 1.830 -3.234 -8.951  0.369
143 H 0.783 -1.711 -8.609  0.330
144 H 2.364 -0.705 -5.775  0.231
145 C 8.048 -0.294 -0.581  -1.309
146 C 6.817 -0.549 0.293  0.585
147 C 6.804 0.389 1.467  -1.268
148 O 5.643 -0.230 -0.441  -0.480
149 H 8.082 0.754 -0.879  0.296
150 H 8.107 -0.929 -1.464  0.328
151 H 8.908 -0.416 0.077  0.382
152 H 6.796 -1.579 0.650  0.203
153 H 7.716 0.359 2.062  0.380
154 H 5.940 0.128 2.078  0.324
155 H 6.735 1.410 1.092  0.301
156 H 4.874 -0.348 0.122  0.256

=====

Which of the structures shown above is the most stable? The most stable is *A*.